DFT (the ωB97M-V functional and the def2-TZVPD basis) results for a cluster of 16 separate species, C33H88BN2O23 in total.

Cartesian coordinates (Å):
C: 1.60997 5.53153 -3.20666
H: 3.07336 -3.79551 -2.98912
H: -5.78469 -0.81387 -0.14882
C: -3.27521 -3.28217 7.24130
O: 1.30261 4.85941 4.16646
O: 3.04763 -1.80293 -2.60872
C: 2.47246 3.27101 2.88600
O: 1.77584 3.00850 -0.52108
C: 2.96900 2.03906 -5.01440
H: 4.03964 -2.65235 -0.21707
H: -3.14419 -3.91771 8.11621
H: -6.35398 -1.57078 2.88250
C: -1.68673 -0.78585 1.34895
C: -4.03442 -0.53414 -3.77319
O: -1.37822 -2.88904 0.12252
O: -0.21470 2.79012 -2.61075
H: 0.97442 -5.81344 3.31556
H: 5.66306 -0.80229 0.95944
H: -3.16137 -5.85723 6.50919
H: 1.30604 4.84938 2.13390
H: -1.58331 -4.17806 6.24884
O: -1.00999 1.14390 -1.29075
H: -4.18141 -0.17593 -2.75108
C: -2.64943 -4.02045 6.04461
H: 5.50660 2.40254 -0.32066
H: 1.19886 0.09750 2.54951
H: -3.76251 -3.20334 -0.10915
C: 2.03424 4.72846 2.94358
H: 1.66735 -4.48209 -1.15987
C: 3.04228 -3.12706 -2.11629
H: 0.38768 2.63732 -6.55442
H: -2.81575 -2.29923 7.35277
O: -0.25067 -1.04705 -0.44314
H: -7.48315 -3.86698 0.38319
H: 0.95088 -2.37912 -5.22680
C: -3.32287 1.90170 -4.17706
H: -2.34005 -2.14690 4.90726
H: -2.14649 -4.24561 -1.09532
C: -6.78064 -0.71139 0.28845
H: 0.27506 1.03216 -5.99980
H: 4.43078 2.04536 -3.77166
O: -3.39824 0.26645 -5.94986
H: 1.63960 2.57123 2.81008
O: -1.31610 1.62552 -7.22525
H: 2.10305 5.12318 -4.08747
H: 2.94965 2.94459 3.81719
O: -2.33126 -1.12797 2.29936
H: 2.31303 -1.72377 -3.24947
H: -5.35330 -2.52387 1.88442
O: 1.64936 -5.52487 2.69847
H: 0.70722 -4.54641 1.09088
H: -3.70983 -3.06182 4.43881
O: 2.00300 -1.35596 3.73409
H: -2.13540 1.25143 -6.85348
C: 3.14100 5.77541 2.88221
H: -2.88870 2.21103 -3.22930
C: -4.02115 -4.08308 -1.95932
C: -2.67808 -3.17611 4.79111
H: 4.18790 1.03566 0.36616
H: 0.02855 -0.57609 3.72363
B: -0.40718 0.39027 -0.17101
O: 4.20368 2.86329 -1.87141
N: -4.42549 -3.44298 -0.82338
C: -6.40171 -2.39373 2.15811
C: -4.09076 0.54772 4.68907
C: 1.70834 -3.42402 -1.44395
H: -4.48074 -0.41801 5.02260
C: -7.24153 -1.98945 0.94738
H: -2.19686 -3.60327 3.90987
H: -3.01393 0.39247 4.60526
O: 4.34598 2.11919 -4.73199
N: -2.68930 -4.40978 -1.92991
H: -4.24112 0.69706 -6.13190
H: 3.26453 -0.43243 0.20239
C: -0.35563 1.89045 -6.24944
C: 5.27516 3.23521 -0.99719
H: -6.66756 0.03358 1.07871
H: -6.78630 -3.21558 2.76337
H: 0.73300 7.15421 -3.86361
C: -0.21418 -1.45292 -3.99674
H: -5.05453 -0.52517 -4.16729
H: -2.08358 0.26929 -4.28886
H: 3.20974 3.10483 2.10315
H: 3.46478 5.85050 1.84010
H: -0.16577 -0.79728 -3.12897
H: 2.38514 1.63690 -4.17804
H: 2.95003 0.64742 1.57337
H: 3.42063 2.91911 -1.28492
H: 6.09490 -0.06816 3.40889
H: -5.38057 -3.12467 -0.69440
C: 3.72571 0.22594 0.94152
H: 1.50921 -2.91064 -0.50160
H: 0.25484 -4.00614 2.75798
H: 1.71057 -3.48008 2.10131
C: 5.49495 0.47520 2.67648
H: 2.52437 3.02877 -5.16761
O: 1.07783 -1.70758 -4.55144
H: 4.16620 -4.30164 -0.68478
O: -7.20290 -3.03544 -0.01011
H: 4.78540 1.02187 3.30646
H: 5.36567 4.36812 0.85675
C: 4.74445 4.30475 -0.04235
O: 1.36841 6.93803 -3.17732
H: -8.25866 -1.80224 1.32231
C: -1.10913 -1.72387 0.27556
H: 2.09379 5.25987 -2.27032
H: -3.79699 2.29176 5.51189
O: -4.73251 -4.33920 -2.92939
O: 0.87147 1.04438 0.11233
C: 1.05846 -4.35743 2.10263
H: 6.75364 3.03588 -2.56880
H: -7.47744 -0.38737 -0.48158
H: 1.83009 -1.66027 4.63090
H: -0.77648 2.38159 -5.36811
C: 0.94346 2.14998 -0.61134
H: 7.32311 3.90104 -1.18498
H: 6.14211 4.64386 -2.34055
C: 4.87958 -0.46051 1.63746
O: -4.44714 1.58952 5.56986
H: 0.64780 5.55922 4.13076
O: -3.31190 -5.24589 5.78291
H: -2.25443 -4.91397 -2.67739
H: 2.72000 6.74638 3.14477
H: 4.64970 5.28377 -0.51712
C: 4.14175 -3.28624 -1.09555
C: 1.06236 -0.27009 3.56450
H: 3.76595 4.05999 0.36949
H: 0.83878 -3.21759 -2.07272
O: -1.26947 0.41939 1.04032
O: 4.43811 -1.63952 2.30369
H: 0.66744 4.98645 -3.09516
C: 6.43480 3.74378 -1.79829
C: -3.13412 0.41128 -4.55166
H: -2.96147 2.57856 -4.95094
H: 5.10754 -3.21631 -1.60425
H: 1.37654 0.53145 4.23754
H: 6.09871 1.24421 2.18274
H: 3.56030 -1.54681 2.71371
H: -0.83886 -1.01144 -4.77554
H: -0.68960 -2.36834 -3.62850
H: 2.74618 1.38735 -5.85982
H: -4.52770 0.64790 3.69093
H: 4.04133 5.58613 3.46535
C: -0.16516 2.11002 -1.62550
H: -4.41171 2.04985 -4.14748
H: -4.32771 -3.06502 7.05321
H: -3.64463 -1.54862 -3.81921

The lowest unoccupied orbital energy comes out at 1.79 eV. Its multiplicity is 1. The total charge is -1. The calculation puts the electronic energy at -3175.26983 hartree. For the highest occupied orbital energy, the calculation gives -7.39 eV.